C3H7ClS | ωB97M-V/def2-TZVPD

Multiplicity: 1
Relative energy (zero: lowest compared OMol25 entry of this formula, charge and spin): 121.2 kcal/mol
Gap between HOMO and LUMO (spin up / spin down): 0.256 / 0.260 Eh

Element x y z (Å)
C1 -0.85395 0.93899 1.10191
S1 0.29166 0.31833 0.02442
C2 -0.19621 0.78350 -1.53536
C3 0.10850 -1.49176 0.11472
Cl1 2.68629 -0.21822 0.49940
H1 -0.98771 0.24938 2.02562
H2 -0.93538 1.96615 1.35991
H3 0.44151 0.76042 -2.36467
H4 -0.70128 1.70932 -1.58798
H5 -0.35868 -1.54454 1.03967
H6 -0.56915 -1.50038 -0.70855
H7 1.07441 -1.97120 0.03090